Molecular formula: C27H22N2O3
Method: DFT, the ωB97M-V functional and the def2-TZVPD basis

Each atom is followed by the atoms it is bonded to, with distances in Å.
Positions of all 54 atoms, in Å:
1 C -4.307 -1.426 1.945  C2 1.499, H33 1.088, H34 1.088, H35 1.091
2 C -3.529 -0.237 1.466  C1 1.499, C3 1.389, C8 1.398
3 C -2.678 0.419 2.347  C2 1.389, C4 1.382, H36 1.080
4 C -1.975 1.546 1.968  C3 1.382, C5 1.381, H37 1.079
5 C -2.146 2.062 0.698  C4 1.381, C6 1.387, H38 1.080
6 C -2.976 1.429 -0.215  C5 1.387, C7 1.503, C8 1.400
7 C -3.139 2.006 -1.593  C6 1.503, H39 1.091, H40 1.087, H41 1.089
8 C -3.637 0.254 0.162  C2 1.398, C6 1.400, O9 1.396
9 O -4.402 -0.374 -0.823  C8 1.396, C10 1.417
10 C -4.113 -1.734 -1.096  O9 1.417, C11 1.526, H42 1.096, H43 1.095
11 C -2.636 -2.062 -0.890  C10 1.526, O12 1.203, N13 1.374
12 O -2.235 -2.989 -0.236  C11 1.203
13 N -1.817 -1.154 -1.516  C11 1.374, C14 1.380, H44 1.013
14 C -0.499 -0.953 -1.161  N13 1.380, O15 1.340, C30 1.374
15 O -0.084 0.321 -1.116  C14 1.340, C16 1.368
16 C 1.211 0.321 -0.673  O15 1.368, C17 1.452, C23 1.375
17 C 1.834 1.615 -0.467  C16 1.452, C18 1.395, C22 1.396
18 C 2.868 1.785 0.454  C17 1.395, C19 1.381, H45 1.079
19 C 3.426 3.034 0.648  C18 1.381, C20 1.386, H46 1.080
20 C 2.961 4.130 -0.061  C19 1.386, C21 1.385, H47 1.080
21 C 1.923 3.972 -0.965  C20 1.385, C22 1.381, H48 1.080
22 C 1.362 2.727 -1.167  C17 1.396, C21 1.381, H49 1.080
23 C 1.628 -0.971 -0.455  C16 1.375, C24 1.460, C30 1.439
24 C 2.942 -1.472 -0.062  C23 1.460, C25 1.394, C29 1.392
25 C 4.099 -0.951 -0.637  C24 1.394, C26 1.381, H50 1.080
26 C 5.338 -1.451 -0.284  C25 1.381, C27 1.386, H51 1.080
27 C 5.437 -2.476 0.644  C26 1.386, C28 1.385, H52 1.080
28 C 4.290 -3.003 1.213  C27 1.385, C29 1.383, H53 1.080
29 C 3.048 -2.509 0.861  C24 1.392, C28 1.383, H54 1.080
30 C 0.502 -1.809 -0.772  C14 1.374, C23 1.439, C31 1.403
31 C 0.497 -3.212 -0.786  C30 1.403, N32 1.146
32 N 0.568 -4.356 -0.834  C31 1.146
33 H -5.308 -1.427 1.519  C1 1.088
34 H -4.392 -1.397 3.029  C1 1.088
35 H -3.804 -2.355 1.674  C1 1.091
36 H -2.575 0.033 3.351  C3 1.080
37 H -1.307 2.030 2.665  C4 1.079
38 H -1.619 2.956 0.398  C5 1.080
39 H -2.182 2.024 -2.116  C7 1.091
40 H -3.864 1.440 -2.171  C7 1.087
41 H -3.490 3.034 -1.521  C7 1.089
42 H -4.383 -1.892 -2.146  C10 1.096
43 H -4.707 -2.414 -0.478  C10 1.095
44 H -2.260 -0.347 -1.940  N13 1.013
45 H 3.221 0.940 1.023  C18 1.079
46 H 4.227 3.154 1.363  C19 1.080
47 H 3.401 5.103 0.095  C20 1.080
48 H 1.551 4.824 -1.515  C21 1.080
49 H 0.556 2.602 -1.874  C22 1.080
50 H 4.020 -0.158 -1.367  C25 1.080
51 H 6.229 -1.042 -0.737  C26 1.080
52 H 6.406 -2.865 0.917  C27 1.080
53 H 4.362 -3.805 1.932  C28 1.080
54 H 2.155 -2.921 1.306  C29 1.080

2S+1: 1
DFT total energy: -1377.31716 a.u.
HOMO-LUMO gap: 8.3 eV
HOMO: -7.955 eV

=====

Molecular formula: C10H9NO3
Method: DFT, the ωB97M-V functional and the def2-TZVPD basis

Each atom is followed by the atoms it is bonded to, with distances in Å.
Positions of all 23 atoms, in Å:
1 C 1.959 1.772 -1.620  C2 1.514, H15 1.042, H16 1.020, H17 1.119
2 C 1.012 1.552 -0.459  C1 1.514, N3 1.292, C14 1.521
3 N -0.091 2.223 -0.494  C2 1.292, O4 1.223, O5 1.455
4 O -0.342 3.154 -1.246  N3 1.223
5 O -1.079 2.182 0.572  N3 1.455, C6 1.368
6 C -1.753 1.037 0.899  O5 1.368, O7 1.201, C8 1.479
7 O -2.755 1.256 1.524  C6 1.201
8 C -1.185 -0.293 0.588  C6 1.479, C9 1.384, C13 1.374
9 C -2.042 -1.380 0.559  C8 1.384, C10 1.361, H18 1.083
10 C -1.611 -2.634 0.253  C9 1.361, C11 1.393, H19 1.190
11 C -0.245 -2.888 0.151  C10 1.393, C12 1.325, H20 1.034
12 C 0.610 -1.879 0.224  C11 1.325, C13 1.366, H21 1.131
13 C 0.144 -0.617 0.461  C8 1.374, C12 1.366, C14 1.540
14 C 1.187 0.503 0.629  C2 1.521, C13 1.540, H22 1.078, H23 1.074
15 H 1.357 2.361 -2.234  C1 1.042
16 H 2.207 0.802 -1.818  C1 1.020
17 H 2.815 2.311 -1.144  C1 1.119
18 H -3.089 -1.169 0.737  C9 1.083
19 H -2.291 -3.606 0.167  C10 1.190
20 H 0.095 -3.844 -0.049  C11 1.034
21 H 1.730 -2.011 0.140  C12 1.131
22 H 1.159 0.990 1.591  C14 1.078
23 H 2.207 0.176 0.568  C14 1.074

2S+1: 1
DFT total energy: -666.79332 a.u.
HOMO-LUMO gap: 8.8 eV
HOMO: -8.798 eV

=====

Molecular formula: C3H2Cl2OS2
Method: DFT, the ωB97M-V functional and the def2-TZVPD basis

Each atom is followed by the atoms it is bonded to, with distances in Å.
Positions of all 10 atoms, in Å:
1 O -1.741 1.670 -0.685  C2 1.204
2 C -0.800 1.200 -0.100  O1 1.204, C3 1.521, S8 1.825
3 C -0.626 -0.302 0.067  C2 1.521, C4 1.507, H9 1.015, H10 1.046
4 C 0.818 -0.732 0.080  C3 1.507, Cl5 1.719, Cl6 1.904, S7 1.746
5 Cl 0.894 -2.405 0.466  C4 1.719
6 Cl 1.422 -0.647 -1.723  C4 1.904
7 S 1.757 0.175 1.240  C4 1.746, S8 2.560
8 S 0.564 2.291 0.431  C2 1.825, S7 2.560
9 H -1.060 -0.592 0.937  C3 1.015
10 H -1.226 -0.659 -0.712  C3 1.046

2S+1: 1
DFT total energy: -1907.46956 a.u.
HOMO-LUMO gap: 7.6 eV
HOMO: -10.002 eV